Here is a molecular structure, C29H19NO4OsP from the OMol25 dataset. Energies are from ωB97M-V with the def2-TZVPD basis set.

Its spin multiplicity is 1. The calculation puts the total energy at -1904.092925 a.u. The HOMO-LUMO gap is 6.6498 eV. As for the HOMO energy: -11.651 eV. Its total charge is +1.

Cartesian coordinates (Å):
Os 0.762 1.289 0.703
O 3.582 1.788 -2.162
C 2.988 1.435 -1.189
O 1.672 1.571 -1.003
C 3.639 0.744 -0.002
C 4.954 0.351 0.151
C 5.316 -0.244 1.359
C 4.378 -0.425 2.374
C 3.087 -0.001 2.132
N 2.764 0.547 0.973
C 1.895 -0.064 3.050
O 1.929 -0.441 4.182
O 0.793 0.375 2.429
H 5.663 0.514 -0.649
H 6.339 -0.560 1.514
H 4.631 -0.876 3.323
C -1.683 -3.856 2.343
C -1.286 -4.065 1.033
C -0.920 -2.990 0.235
C -0.947 -1.697 0.760
C -1.372 -1.490 2.076
C -1.733 -2.570 2.863
P -0.583 -0.241 -0.243
C 0.069 -0.773 -1.829
C 1.277 -1.478 -1.846
C 1.863 -1.820 -3.051
C 1.252 -1.452 -4.245
C 0.063 -0.739 -4.230
C -0.527 -0.388 -3.024
C -2.160 0.603 -0.505
C -3.315 0.096 -1.047
C -4.462 0.906 -1.105
C -4.446 2.186 -0.609
C -3.273 2.717 -0.026
C -3.196 4.016 0.536
C -2.039 4.472 1.114
C -0.896 3.657 1.146
C -0.904 2.373 0.609
C -2.122 1.907 0.017
H -1.967 -4.698 2.960
H -1.265 -5.066 0.623
H -0.636 -3.163 -0.791
H -1.417 -0.493 2.485
H -2.053 -2.407 3.883
H 1.760 -1.756 -0.916
H 2.795 -2.369 -3.064
H 1.711 -1.719 -5.187
H -0.406 -0.446 -5.159
H -1.443 0.188 -3.023
H -3.353 -0.920 -1.423
H -5.369 0.508 -1.541
H -5.337 2.799 -0.659
H -4.073 4.651 0.506
H -2.002 5.466 1.540
H 0.005 4.050 1.609

***

Here is 3 unconnected molecules or ions with the total composition C14H43BNO4Si4 at a distorted geometry from the OMol25 dataset. Energies are from ωB97M-V with the def2-TZVPD basis set.

Its spin multiplicity is 1. The calculation puts the total energy at -2098.171545 a.u. The energy relative to the best compared isomer or geometry (same formula, charge and spin) comes out at 0.0 kJ/mol. The HOMO-LUMO gap is 3.8904 eV. As for the HOMO energy: -1.926 eV. Its total charge is -1.

Cartesian coordinates (Å):
C -4.677 -0.566 -3.953
C -3.170 -0.680 -4.180
O -2.859 -1.142 -5.465
B -2.852 -2.557 -5.683
N -3.068 -3.070 -6.944
O -2.632 -3.397 -4.539
H -4.879 -0.662 -2.893
H -5.019 0.408 -4.267
H -5.206 -1.325 -4.506
H -2.751 0.319 -4.074
H -2.727 -1.280 -3.389
H -2.230 -2.925 -7.504
H -3.409 -3.481 -3.970
O 1.693 0.130 -2.427
Si 2.645 1.042 -1.452
C 4.007 1.854 -2.450
C 3.424 -0.030 -0.125
C 1.659 2.383 -0.610
Si 1.864 -1.180 -3.436
C 0.255 -1.653 -4.223
C 2.512 -2.642 -2.454
C 3.101 -0.769 -4.787
H 4.715 1.115 -2.831
H 4.562 2.561 -1.830
H 3.592 2.399 -3.300
H 2.663 -0.608 0.402
H 3.949 0.590 0.607
H 4.145 -0.728 -0.553
H 0.867 1.962 0.012
H 1.206 3.064 -1.333
H 2.321 2.966 0.034
H -0.497 -1.935 -3.486
H 0.412 -2.514 -4.875
H -0.156 -0.846 -4.831
H 3.532 -2.471 -2.100
H 2.515 -3.539 -3.076
H 1.879 -2.830 -1.584
H 4.108 -0.631 -4.385
H 2.812 0.149 -5.303
H 3.137 -1.577 -5.520
O -1.434 0.612 4.277
Si 0.003 0.201 3.568
C 1.013 -0.849 4.746
C 0.969 1.750 3.151
C -0.270 -0.769 2.003
Si -1.942 1.429 5.614
C -3.804 1.458 5.716
C -1.327 3.197 5.559
C -1.283 0.600 7.160
H 1.341 -0.274 5.615
H 1.902 -1.227 4.240
H 0.434 -1.704 5.101
H 0.360 2.436 2.560
H 1.857 1.496 2.567
H 1.297 2.270 4.054
H -0.831 -0.195 1.262
H -0.807 -1.700 2.191
H 0.699 -1.021 1.568
H -4.247 1.957 4.853
H -4.104 2.003 6.613
H -4.220 0.450 5.777
H -0.241 3.240 5.658
H -1.764 3.779 6.374
H -1.599 3.671 4.614
H -0.198 0.690 7.225
H -1.535 -0.463 7.163
H -1.714 1.057 8.053

***

Here is 16 unconnected molecules or ions with the total composition C26H89O31P5 at a distorted geometry from the OMol25 dataset. Energies are from ωB97M-V with the def2-TZVPD basis set.

Its spin multiplicity is 1. The calculation puts the total energy at -5083.477858 a.u. The energy relative to the best compared isomer or geometry (same formula, charge and spin) comes out at 141.4 kJ/mol. The HOMO-LUMO gap is 9.4527 eV. As for the HOMO energy: -9.589 eV. Its total charge is 0.

Cartesian coordinates (Å):
C -3.790 4.892 3.863
O -2.557 4.277 3.559
H -3.719 5.973 3.997
H -4.556 4.685 3.110
H -4.201 4.593 4.835
H -2.689 3.310 3.600
C 0.746 -3.218 4.624
O 0.279 -1.891 4.500
H 1.832 -3.314 4.535
H 0.423 -3.715 5.537
H 0.293 -3.802 3.813
H 0.683 -1.521 3.686
C 0.413 2.913 5.196
O 1.445 2.681 6.149
H -0.592 2.699 5.567
H 0.495 3.960 4.904
H 0.480 2.191 4.370
H 2.253 3.011 5.749
C 3.946 -3.574 1.626
O 3.967 -2.161 1.685
H 2.981 -3.993 1.331
H 4.742 -3.896 0.953
H 4.182 -4.014 2.604
H 3.067 -1.859 1.884
C -3.589 3.768 0.595
O -2.812 4.909 0.854
H -3.509 2.945 1.323
H -4.664 3.984 0.650
H -3.229 3.372 -0.354
H -2.776 5.027 1.827
C -0.646 -6.105 2.038
O -1.347 -6.369 0.830
H -1.361 -6.012 2.861
H 0.054 -6.922 2.247
H -0.082 -5.170 1.946
H -1.021 -5.729 0.185
C -3.039 -3.281 5.187
O -2.618 -4.547 5.679
H -3.029 -3.177 4.110
H -3.982 -2.990 5.660
H -2.376 -2.510 5.602
H -2.453 -4.452 6.620
C -4.059 0.634 3.666
O -3.118 1.593 4.123
H -4.773 1.062 2.966
H -3.618 -0.286 3.277
H -4.670 0.327 4.524
H -2.374 1.166 4.558
C 0.859 -3.714 -1.411
O -0.349 -4.413 -1.134
H 0.672 -3.031 -2.243
H 1.123 -3.058 -0.570
H 1.668 -4.429 -1.541
H -1.079 -3.905 -1.519
C -2.226 0.617 -1.843
O -2.644 -0.373 -2.772
H -2.421 1.621 -2.233
H -2.755 0.554 -0.883
H -1.169 0.483 -1.617
H -3.566 -0.176 -2.977
C -3.414 -3.832 -2.997
O -2.656 -3.073 -2.053
H -4.372 -4.111 -2.558
H -3.602 -3.184 -3.861
H -2.874 -4.680 -3.414
H -2.703 -2.133 -2.306
C -1.553 -2.068 1.421
O -1.006 -0.812 0.966
P 0.495 -0.374 1.208
O 1.279 -1.326 2.018
O 0.307 1.064 1.864
C -0.360 2.064 1.097
O 1.123 -0.163 -0.246
C 2.472 0.299 -0.427
H -2.003 -2.622 0.602
H -2.303 -1.790 2.159
H -0.804 -2.651 1.952
H -1.237 2.412 1.641
H -0.558 1.839 0.051
H 0.311 2.928 1.079
H 2.469 0.819 -1.383
H 3.107 -0.585 -0.413
H 2.850 1.030 0.291
C -9.761 -1.518 0.807
O -8.566 -1.978 0.213
P -7.281 -2.207 1.158
O -7.554 -3.076 2.309
O -6.187 -2.640 0.071
C -4.806 -2.498 0.306
O -6.867 -0.709 1.512
C -6.529 0.218 0.499
H -10.486 -2.320 0.971
H -10.233 -0.768 0.177
H -9.617 -1.123 1.817
H -4.254 -3.435 0.399
H -4.580 -1.914 1.205
H -4.384 -1.954 -0.541
H -6.879 -0.125 -0.476
H -5.461 0.446 0.413
H -6.995 1.178 0.727
C 0.463 4.078 -1.914
O 1.380 3.324 -2.708
P 2.804 4.004 -2.956
O 3.486 4.269 -1.671
O 3.492 3.067 -4.060
C 4.929 2.998 -3.934
O 2.421 5.225 -3.918
C 3.372 6.292 -4.044
H 0.555 5.157 -1.998
H 0.438 3.773 -0.871
H -0.532 3.805 -2.272
H 5.230 2.093 -3.411
H 5.372 3.884 -3.480
H 5.376 3.003 -4.930
H 3.936 6.247 -4.979
H 4.113 6.237 -3.245
H 2.814 7.226 -4.028
C -0.307 -3.168 -5.029
O 0.880 -2.332 -5.020
P 1.088 -1.330 -6.249
O 0.313 -1.647 -7.450
O 0.763 0.099 -5.555
C 0.939 0.401 -4.176
O 2.679 -1.297 -6.450
C 3.315 -0.562 -7.481
H -1.231 -2.596 -4.933
H -0.200 -3.914 -4.254
H -0.354 -3.551 -6.049
H 1.067 -0.511 -3.589
H -0.017 0.799 -3.834
H 1.777 1.059 -3.970
H 4.214 -1.128 -7.737
H 3.730 0.351 -7.041
H 2.733 -0.341 -8.372
C 7.778 4.364 -0.770
O 7.605 3.152 -1.519
P 7.548 1.732 -0.821
O 7.321 0.623 -1.762
O 8.978 1.731 -0.074
C 9.397 0.596 0.685
O 6.459 1.886 0.348
C 6.050 0.648 1.007
H 6.846 4.819 -0.447
H 8.331 5.027 -1.429
H 8.404 4.166 0.100
H 8.713 -0.237 0.530
H 9.608 0.828 1.728
H 10.364 0.297 0.267
H 6.532 0.736 1.981
H 6.381 -0.239 0.475
H 4.974 0.588 1.143

***

Question: Which value of total charge does entry 2 give?
Answer: -1

***

Question: Which formula does entry 2 have?
Answer: C14H43BNO4Si4

***

Question: The lowest HOMO-LUMO gap belongs to which entry?
Answer: C14H43BNO4Si4

***

Question: Which of these has the highest HOMO?
Answer: C14H43BNO4Si4